Version one
The ion H2N3O2S with charge -1. Source: OMol25; level of theory: the ωB97M-V functional and the def2-TZVPD basis.

Values from the calculation:
frontier orbital gap = 0.2775 Ha
SMILES = [H]/N=N\[N@+]([O-])(O)[S-]
E_LUMO = 4.07 eV
E_HOMO = -3.5 eV

```
! wB97M-V def2-TZVPD RIJCOSX def2/J DEFGRID3
* xyz -1 1
H -0.64095 1.01161 0.93361
N -1.54550 0.50150 0.56679
N -1.27224 -0.12250 -0.41667
N 0.34555 -0.01172 -0.55984
O 0.72748 -0.61788 -1.58104
O 0.71782 -0.70329 0.78208
S 0.75885 1.60868 -0.29091
H 0.90900 -1.66639 0.56598
*
```

Version two
A cluster of 2 separate species, H2N3O2S in total. Source: OMol25; level of theory: the ωB97M-V functional and the def2-TZVPD basis.

Values from the calculation:
frontier orbital gap (spin up / spin down) = 0.2390 / 0.2374 Ha
E_LUMO (spin up / spin down) = 2.90 / 2.89 eV
E_HOMO (spin up / spin down) = -3.6 / -3.6 eV

```
! wB97M-V def2-TZVPD RIJCOSX def2/J DEFGRID3
* xyz -1 1
N 0.24541 1.31178 -0.58975
N 0.46180 0.12138 -0.75235
N 1.47501 -0.62091 -0.26156
O -1.18186 -0.78586 0.03734
O 1.50054 -1.80049 -0.40356
S 2.82393 0.30645 0.23040
H 0.85242 1.68590 0.26206
H -1.75296 -0.14117 -0.43340
*
```

Stability, descending: version one, version two

Version one
A cluster of 2 separate species, H2N3O2S in total. Source: OMol25; level of theory: the ωB97M-V functional and the def2-TZVPD basis.

Values from the calculation:
frontier orbital gap = 0.2716 Ha
E_LUMO = 4.07 eV
E_HOMO = -3.3 eV

```
! wB97M-V def2-TZVPD RIJCOSX def2/J DEFGRID3
* xyz -1 1
N -2.80535 0.73580 -0.05814
N 0.13500 -0.18434 0.68235
N 1.57394 0.23630 0.41454
O 2.17091 -0.32909 -0.45846
O -1.91592 1.44168 0.46019
S -2.67651 -0.84521 -0.27399
H -0.57927 0.73885 0.70007
H -0.08945 -0.96283 0.09412
*
```

Version two
The ion H2N3O2S with charge -1. Source: OMol25; level of theory: the ωB97M-V functional and the def2-TZVPD basis.

Values from the calculation:
frontier orbital gap (spin up / spin down) = 0.2613 / 0.2613 Ha
SMILES = NN([O-])[N+]([O-])=S
E_LUMO (spin up / spin down) = 3.98 / 3.98 eV
E_HOMO (spin up / spin down) = -3.1 / -3.1 eV

```
! wB97M-V def2-TZVPD RIJCOSX def2/J DEFGRID3
* xyz -1 1
N 0.23456 0.18493 -0.36887
N 1.13475 -0.91604 -0.06432
O 1.27853 -1.68300 -1.09075
N 1.66250 -1.15635 1.09978
O 2.37764 -2.18343 1.27273
S 1.22257 -0.22401 2.34693
H 0.19252 0.68160 0.48496
H -0.66361 -0.18123 -0.57605
*
```

Stability, descending: version one, version two